(1)
C7H14N3 | wB97M-V/def2-TZVPD

The SMILES is [H]/N=C\CC[C@H](C)/[NH+]=C/N=C. The HOMO-LUMO gap comes out at 9.882 eV. As for the charge: +1. The calculation puts the energy relative to the best compared isomer or geometry (same formula, charge and spin) at 97.2 kcal per mole.

Bonds (Å) are listed after each position.
Cartesian coordinates (Å):
1 H 1.32824 -2.17738 -2.07924  N2 1.094
2 N 1.42942 -1.88538 -1.02964  H1 1.094, C3 1.241
3 C 1.40726 -0.67366 -0.76257  N2 1.241, C4 1.473, H12 1.116
4 C 1.00579 0.48649 -1.57686  C3 1.473, C5 1.562, H13 1.076, H14 1.132
5 C 0.31730 1.56961 -0.68662  C4 1.562, C6 1.492, H15 1.145, H16 1.037
6 C -0.92728 1.03724 -0.06034  C5 1.492, C7 1.579, N8 1.376, H17 1.090
7 C -1.72007 2.27794 0.51120  C6 1.579, H18 1.145, H19 1.091, H20 1.055
8 N -0.70505 0.08707 0.90932  C6 1.376, C9 1.307, H21 0.937
9 C -0.63855 -1.17580 0.57739  N8 1.307, N10 1.345, H22 1.134
10 N -0.37080 -2.28239 1.29337  C9 1.345, C11 1.217
11 C 0.50920 -2.97533 1.76834  N10 1.217, H23 1.060, H24 1.219
12 H 1.90287 -0.32964 0.17668  C3 1.116
13 H 0.39656 0.25500 -2.43345  C4 1.076
14 H 1.95557 0.93377 -2.00012  C4 1.132
15 H 1.01032 1.71714 0.21241  C5 1.145
16 H 0.07164 2.40395 -1.25158  C5 1.037
17 H -1.48381 0.61777 -0.89845  C6 1.090
18 H -2.75969 2.08737 0.95189  C7 1.145
19 H -2.01192 3.05624 -0.19599  C7 1.091
20 H -1.17164 2.74718 1.27998  C7 1.055
21 H -0.32095 0.22923 1.75242  N8 0.937
22 H -1.21511 -1.53538 -0.33056  C9 1.134
23 H 0.38417 -3.58237 2.62843  C11 1.060
24 H 1.60653 -2.88868 1.24401  C11 1.219

(2)
C5H10N2O | wB97M-V/def2-TZVPD

The SMILES is [H]/N=N/C(=C)CO.C=C. The HOMO-LUMO gap comes out at 9.123 eV. The calculation puts the energy relative to the best compared isomer or geometry (same formula, charge and spin) at 109.9 kcal per mole.

Bonds (Å) are listed after each position.
Cartesian coordinates (Å):
1 H -3.29467 -0.61000 0.32951  N2 1.029
2 N -2.37655 -0.22360 0.58710  H1 1.029, N3 1.244
3 N -1.50175 -1.00713 0.17598  N2 1.244, C4 1.399
4 C -0.15859 -0.68058 0.38952  N3 1.399, C5 1.354, C6 1.593
5 C 0.37729 -0.80289 1.62667  C4 1.354, H8 1.077, H9 1.074
6 C 0.65882 -1.19237 -0.87779  C4 1.593, O7 1.393, H10 1.094, H11 1.093
7 O 2.00762 -0.85151 -0.81213  C6 1.393, H12 0.970
8 H 1.36820 -1.18662 1.80413  C5 1.077
9 H -0.15212 -0.44118 2.48780  C5 1.074
10 H 0.49830 -2.27383 -0.91693  C6 1.094
11 H 0.25455 -0.75208 -1.79265  C6 1.093
12 H 2.37437 -1.21218 0.01082  O7 0.970
13 C -0.06426 1.83160 0.17659  C14 1.345, H15 1.079, H16 1.081
14 C 0.04369 1.82613 -1.16413  C13 1.345, H17 1.083, H18 1.081
15 H 0.80713 1.98364 0.79451  C13 1.079
16 H -1.01461 2.06027 0.63832  C13 1.081
17 H 1.00418 1.77628 -1.66246  C14 1.083
18 H -0.83161 1.75605 -1.79483  C14 1.081

(3)
C10H14N2O | wB97M-V/def2-TZVPD

The HOMO-LUMO gap comes out at 8.898 eV. The calculation puts the energy relative to the best compared isomer or geometry (same formula, charge and spin) at 159.1 kcal per mole.

Bonds (Å) are listed after each position.
Cartesian coordinates (Å):
1 C 1.23401 -0.91915 -1.37966  C4 1.373, C5 1.374, O13 1.279
2 C 0.94216 0.49305 1.19234  N11 1.439, N12 1.310
3 C -1.00852 0.88993 -0.29613  C6 1.334, C7 1.583, N11 1.436
4 C 0.35038 -1.07816 -0.34100  C1 1.373, C7 1.572, N12 1.402, O13 1.377
5 C 2.16407 -0.52278 -2.30992  C1 1.374, H14 1.030, H15 1.124
6 C -1.95519 1.59902 -0.91246  C3 1.334, H16 1.097, H17 0.998
7 C -1.17033 -0.68498 -0.29119  C3 1.583, C4 1.572, C8 1.530, H18 1.067
8 C -2.35087 -1.18884 0.54140  C7 1.530, H19 1.063, H20 1.094, H21 1.106
9 C 0.12312 2.77556 0.78402  N11 1.455, H22 1.043, H23 1.058, H24 1.199
10 C 1.86798 -1.74110 1.46647  N12 1.445, H25 1.040, H26 1.053, H27 1.081
11 N 0.16534 1.38176 0.36911  C2 1.439, C3 1.436, C9 1.455
12 N 0.95669 -0.78063 0.88761  C2 1.310, C4 1.402, C10 1.445
13 O 0.91318 -2.11355 -1.05424  C1 1.279, C4 1.377
14 H 2.67877 -1.30848 -2.73331  C5 1.030
15 H 2.42569 0.57077 -2.32300  C5 1.124
16 H -1.95726 2.69114 -1.01465  C6 1.097
17 H -2.64794 1.06151 -1.39009  C6 0.998
18 H -1.44057 -0.89232 -1.30194  C7 1.067
19 H -3.24419 -0.66721 0.29891  C8 1.063
20 H -2.11158 -1.07442 1.60270  C8 1.094
21 H -2.49073 -2.24466 0.24346  C8 1.106
22 H 1.09990 3.06990 1.00240  C9 1.043
23 H -0.46962 3.38440 0.15435  C9 1.058
24 H -0.36662 3.01785 1.85095  C9 1.199
25 H 1.43715 -2.68665 1.51285  C10 1.040
26 H 2.82172 -1.77194 1.02073  C10 1.053
27 H 2.03326 -1.26003 2.42028  C10 1.081

Computed HOMO level, in the same sequence as the records: -0.498 -0.320 -0.297 hartree.